Entry from the OMol25 dataset: a structure of composition C10H32N2O6 at a distorted geometry (ωB97M-V/def2-TZVPD).

Results
- Kohn-Sham gap: 7.853 eV
- 2S+1: 1
- Energy relative to the best compared isomer or geometry (same formula, charge and spin): 1002.25 kJ/mol
- Net charge: 0
- E: -960.6947 hartree
- E_HOMO: -7.957 eV

```
50
C10H32N2O6, DFT ωB97M-V/def2-TZVPD
C -3.58538 -4.95147 4.13221
C -2.81850 -3.94807 3.19716
C -1.40128 -3.41808 3.80646
O -1.01975 -2.28566 2.96690
C 0.33171 -1.94320 2.87281
N -2.46909 -4.47433 1.87142
H -4.47684 -5.25492 3.58329
H -3.86321 -4.56174 5.11152
H -3.03030 -5.86545 4.34349
H -3.47736 -3.08408 3.11046
H -0.61565 -4.17329 3.78350
H -1.46933 -3.04889 4.82978
H 0.95193 -2.74942 2.48112
H 0.66682 -1.76781 3.89507
H 0.51997 -1.15886 2.13967
H -3.18979 -4.29253 1.18758
H -1.63255 -3.91912 1.76174
C 1.15615 2.33728 -5.21019
C 0.03004 2.77285 -4.16127
C 0.68724 3.28976 -2.90568
O 1.51581 2.31300 -2.37768
C 0.88385 1.24742 -1.69245
N -0.69321 3.83536 -4.80685
H 2.02303 2.98884 -5.10020
H 0.78771 2.27186 -6.23395
H 1.43184 1.29584 -5.04446
H -0.65075 1.92995 -4.04252
H -0.01829 3.73727 -2.20564
H 1.31435 4.14436 -3.15962
H 0.16092 1.60602 -0.95974
H 1.50362 0.56436 -1.11158
H 0.42726 0.56361 -2.40803
H -1.07749 3.52442 -5.68762
H -1.57876 3.75840 -4.32730
O 1.16702 -0.33436 0.31540
H 0.40984 -0.56659 0.85296
H 0.82206 -0.28399 -0.57606
O -0.80146 -0.30318 1.02771
H -1.29087 0.02170 0.27195
H -1.47127 -0.65425 1.61451
C 2.45573 1.38093 -0.00691
C 1.94695 2.84699 0.37112
O 3.12452 3.69144 0.51804
O 3.07251 0.74166 1.16476
H 3.13997 1.38500 -0.85538
H 1.63976 0.77403 -0.39928
H 1.29767 2.92762 1.24292
H 1.23507 3.29504 -0.32210
H 3.53388 3.64868 -0.34924
H 2.39396 0.14564 1.49023
```

Here are the Mulliken charges for atoms 1 to 4, given in e:
1 C -1.37
2 C 0.57
3 C -0.93
4 O -0.32

---

Entry from the OMol25 dataset: a structure of composition C19H23N2O at a distorted geometry (ωB97M-V/def2-TZVPD).

Results
- Kohn-Sham gap: 8.656 eV
- 2S+1: 1
- Energy relative to the best compared isomer or geometry (same formula, charge and spin): 187.19 kJ/mol
- Net charge: +1
- E: -922.2954 hartree
- E_HOMO: -11.738 eV

```
45
C19H23N2O, DFT ωB97M-V/def2-TZVPD
C 3.13274 0.45643 -1.87872
O 1.78453 0.94478 -1.63160
C 0.89145 0.13084 -0.99208
C -0.44813 0.19097 -1.61204
C -1.19381 -0.98068 -1.97320
C -2.54881 -0.85602 -2.30306
C -3.17774 0.39988 -2.30772
C -4.67632 0.50105 -2.42138
C -2.38948 1.54215 -2.12873
C -1.03356 1.46639 -1.80339
H 3.72013 1.38447 -1.94717
H 3.45580 -0.15293 -1.01266
H 3.16292 -0.15704 -2.80491
H 1.26452 -0.79380 -0.53879
H -0.67807 -1.95400 -1.92411
H -3.16974 -1.72463 -2.54275
H -4.97455 1.55766 -2.50055
H -5.01224 0.02038 -3.35043
H -5.17401 -0.00131 -1.57021
H -2.86387 2.51714 -2.24846
H -0.40508 2.35724 -1.64436
C -0.42094 -3.94339 1.35521
C 0.70251 -3.65781 2.12819
C 1.19601 -2.35436 2.23758
C 0.47214 -1.30812 1.61706
C 0.90098 0.14017 1.64942
N 0.56276 0.95064 0.69039
C 0.89497 2.37986 0.76544
C 2.02134 2.68525 1.73570
C 2.10221 1.85481 3.00539
N 1.62640 0.52151 2.73651
C -0.66335 -1.60914 0.85448
C -1.09163 -2.92575 0.68627
H -0.77428 -4.97256 1.27364
H 1.22310 -4.44783 2.66120
H 2.12954 -2.13685 2.77201
H 1.22697 2.67617 -0.26292
H -0.03469 2.97641 0.99483
H 2.96886 2.58818 1.19240
H 1.96330 3.74078 2.00769
H 3.14929 1.82081 3.34253
H 1.50163 2.30746 3.80881
H 1.83420 -0.17469 3.45701
H -1.22132 -0.80006 0.38264
H -1.93665 -3.16044 0.04483
```

Here are the Mulliken charges for atoms 1 to 4, given in e:
1 C -0.71
2 O -0.26
3 C -0.47
4 C 0.32

---

Entry from the OMol25 dataset: a structure of composition C34H23N4O4RuS at a distorted geometry (ωB97M-V/def2-TZVPD).

Results
- Kohn-Sham gap (spin up / spin down): 4.930 / 5.899 eV
- ⟨S²⟩: 8.815
- 2S+1: 6
- Energy relative to the best compared isomer or geometry (same formula, charge and spin): 0.00 kJ/mol
- Net charge: 0
- E: -2322.4237 hartree
- E_HOMO (spin up / spin down): -5.737 / -7.437 eV

```
67
C34H23N4O4RuS, DFT ωB97M-V/def2-TZVPD
Ru -1.15568 -1.82068 0.03234
O -2.60348 2.35732 -1.28286
C -2.45018 1.11422 -0.80356
O -1.85018 0.25112 -1.44666
C -3.03438 0.85362 0.50014
C -3.73718 1.78112 1.28144
C -4.24008 1.37382 2.49944
C -4.01718 0.06332 2.92904
C -3.31648 -0.79538 2.09374
N -2.86048 -0.41438 0.91224
C -3.02148 -2.27038 2.40064
O -3.56378 -2.82028 3.33924
O -2.23468 -2.81308 1.55474
H -2.16428 2.41542 -2.14526
H -3.87148 2.78232 0.90344
H -4.79858 2.06192 3.11524
H -4.37428 -0.30238 3.87704
N 0.62422 -2.26988 -3.73876
C 1.87322 -1.69058 -3.86086
C 2.68572 -2.01718 -4.94506
C 3.92442 -1.42198 -5.09056
C 4.36822 -0.49988 -4.15136
C 3.57002 -0.16318 -3.07176
C 2.32242 -0.75158 -2.92086
S 1.22572 -0.24158 -1.62756
N 0.21322 -1.60308 -1.49866
C -0.14608 -2.28178 -2.60456
C -1.36218 -3.02278 -2.56626
C -1.87378 -3.78688 -3.64016
C -3.09668 -4.39718 -3.52006
C -3.80798 -4.26178 -2.32356
C -3.23728 -3.53288 -1.29466
N -2.06168 -2.92798 -1.39426
H 0.35172 -2.88288 -4.49426
H 2.33332 -2.73648 -5.67236
H 4.54122 -1.67598 -5.93946
H 5.33872 -0.04288 -4.26486
H 3.89522 0.56392 -2.34386
H -1.31538 -3.87758 -4.55936
H -3.50598 -4.96808 -4.34076
H -4.78288 -4.70608 -2.20436
H -3.74748 -3.42208 -0.34626
C 0.03122 -0.76248 1.17374
C 0.66792 0.15692 1.68694
C 1.33452 1.24652 2.21904
C 0.78832 1.94252 3.34994
C -0.56398 1.77702 3.70084
C -1.10288 2.43422 4.78314
C -0.30848 3.26072 5.56624
C 1.03582 3.41102 5.25464
C 1.58302 2.76762 4.16434
C 2.50462 1.70082 1.49354
C 3.39452 0.78912 0.90864
C 4.46432 1.23742 0.16024
C 4.64472 2.59512 -0.06306
C 3.75872 3.50472 0.49294
C 2.71112 3.06932 1.27604
H -1.18148 1.13192 3.09254
H -2.15008 2.30422 5.01784
H -0.72708 3.77822 6.41534
H 1.66842 4.03342 5.87024
H 2.63942 2.87612 3.96164
H 3.23622 -0.26948 1.06164
H 5.17022 0.52712 -0.24886
H 5.46302 2.94482 -0.67626
H 3.89312 4.56132 0.30934
H 2.00882 3.78212 1.68344
```

Here are the Mulliken charges for atoms 1 to 4, given in e:
1 Ru 0.37
2 O -0.50
3 C -0.06
4 O -0.37